## 1
Below is a cluster of 2 separate species, C5H11NO2 in total, with properties calculated with wB97M-V/def2-TZVPD.

Structure (XYZ):
```
19
Properties=species:S:1:pos:R:3:nbo_charge:R:1
C 2.729 -0.248 1.735 -0.71
C 1.642 0.733 1.517 0.07
C 0.328 0.411 1.445 0.11
N -0.721 1.361 1.294 -0.66
H 2.383 -1.219 2.185 0.27
H 3.274 -0.536 0.799 0.31
H 3.466 0.294 2.383 0.28
H 1.937 1.789 1.380 0.23
H -0.027 -0.635 1.336 0.27
H -0.390 2.316 1.194 0.41
H -1.289 0.559 -0.313 0.47
H -1.332 1.375 2.105 0.44
O -1.392 -1.627 -0.765 -0.60
C -1.537 -0.803 -1.610 0.81
O -1.528 0.555 -1.285 -0.71
C -1.801 -1.022 -3.094 -0.73
H -2.414 -0.211 -3.490 0.25
H -0.891 -1.195 -3.610 0.25
H -2.437 -1.894 -3.204 0.25
```

Results
multiplicity = 2
HOMO (alpha / beta) = -13.731 / -13.727 eV
<S²> = 0.757
net charge = +1
molar mass = 117.15 g/mol

=====

## 2
Below is a cluster of 2 separate species, C5H11NO2 in total, with properties calculated with wB97M-V/def2-TZVPD.

Structure (XYZ):
```
19
Properties=species:S:1:pos:R:3:nbo_charge:R:1
C 1.176 -0.313 1.242 -0.47
C 0.070 0.773 1.370 -0.52
C 0.131 1.814 0.348 0.14
C -0.779 2.268 -0.607 -0.03
C 0.815 -1.170 0.036 0.66
N 1.633 -1.075 -1.051 -0.83
O -0.230 -1.769 0.048 -0.58
H 2.148 0.173 1.142 0.22
H 1.153 -0.911 2.143 0.27
H 0.105 1.183 2.391 0.32
H -0.927 0.321 1.310 0.27
H 1.128 2.265 0.380 0.21
H -0.549 3.002 -1.366 0.23
H -1.763 1.811 -0.670 0.26
H 2.632 -1.014 -0.980 0.41
H 1.370 -1.751 -1.763 0.41
H -1.475 -0.451 -1.413 0.48
H -2.797 -0.924 -0.612 0.51
O -2.314 -0.212 -1.027 -0.97
```

Results
multiplicity = 2
HOMO (alpha / beta) = -14.176 / -14.158 eV
<S²> = 0.753
net charge = +1
molar mass = 117.15 g/mol

=====

## 3
Below is a cluster of 2 separate species, C5H11NO2 in total, with properties calculated with wB97M-V/def2-TZVPD.

Structure (XYZ):
```
19
Properties=species:S:1:pos:R:3:nbo_charge:R:1
C 1.386 -0.233 -0.573 -0.25
N -0.051 -0.639 -0.562 -0.05
C -0.374 -1.937 -0.298 0.48
O -1.383 -2.276 0.300 -0.40
C -0.971 0.452 -0.294 -0.30
C -0.143 1.678 -0.699 -0.42
C 1.329 1.276 -0.555 -0.43
H 1.826 -0.601 -1.512 0.27
H 1.858 -0.806 0.226 0.27
H 0.209 -2.748 -0.760 0.19
H -1.410 0.426 0.720 0.34
H -1.822 0.347 -0.971 0.28
H -0.295 2.606 -0.168 0.26
H -0.452 2.015 -1.697 0.24
H 1.960 1.764 -1.290 0.26
H 1.696 1.660 0.401 0.25
H -1.413 -0.987 3.350 0.51
H -0.981 -1.330 1.844 0.47
O -0.968 -0.666 2.539 -0.96
```

Results
multiplicity = 2
HOMO (alpha / beta) = -15.243 / -15.179 eV
<S²> = 0.766
net charge = +1
molar mass = 117.15 g/mol

=====

Least stable: 2

=====

## 1
Below is the ion C9H14N3OS with charge +1, with properties calculated with wB97M-V/def2-TZVPD.

Structure (XYZ):
```
28
Properties=species:S:1:pos:R:3:nbo_charge:R:1
C 4.073 -1.056 0.483 -0.20
C 2.976 -1.051 1.302 -0.18
C 4.064 -0.489 -0.789 -0.18
C 1.815 -0.314 0.866 -0.22
C 2.945 0.187 -1.222 -0.23
C 1.849 0.319 -0.381 -0.18
C -1.712 -0.100 -0.683 0.66
C -3.668 -1.523 -0.211 -0.41
C -1.329 2.576 1.485 -0.28
N -1.385 -0.566 -1.905 -0.78
N -2.685 -0.528 0.099 -0.52
N -0.869 0.831 -0.097 -0.32
O -1.232 1.204 1.267 -0.36
S 0.456 1.374 -0.969 0.48
H 4.905 -1.576 0.934 0.23
H 2.885 -1.474 2.297 0.23
H 5.060 -0.574 -1.339 0.25
H 0.879 -0.390 1.375 0.21
H 2.832 0.841 -2.067 0.22
H -3.341 -2.049 -1.109 0.20
H -3.804 -2.164 0.568 0.23
H -4.692 -1.098 -0.474 0.23
H -1.205 2.752 2.608 0.24
H -2.301 2.946 1.312 0.18
H -0.853 3.100 0.686 0.21
H -2.109 -0.962 -2.515 0.42
H -0.981 0.164 -2.552 0.44
H -2.572 -0.381 1.032 0.43
```

Results
multiplicity = 1
SMILES = CN/C(N)=[N+](\OC)Sc1ccccc1
HOMO = -12.146 eV
net charge = +1
molar mass = 212.30 g/mol

=====

## 2
Below is a structure of composition C9H14N3OS, with properties calculated with wB97M-V/def2-TZVPD.

Structure (XYZ):
```
28
Properties=species:S:1:pos:R:3:nbo_charge:R:1
C 1.158 -1.210 -1.403 -0.20
C 2.590 -0.151 0.098 0.31
C 0.008 -2.431 0.485 0.38
C -2.885 0.197 2.073 -0.41
C -2.979 1.588 1.691 -0.39
C -0.044 -1.354 -0.497 -0.19
C -2.081 0.609 0.864 -0.10
C 0.304 0.346 0.576 0.61
C 2.327 0.741 -3.277 -0.70
N 2.364 -0.918 -0.820 -0.43
N 1.584 0.546 0.784 -0.62
N -0.714 0.904 1.098 -0.54
O -0.361 -2.252 1.600 -0.47
S 0.671 0.178 -2.589 0.17
H 1.333 -2.148 -1.832 0.23
H 3.628 0.204 0.327 0.22
H 0.286 -3.347 0.137 0.15
H -2.269 -0.013 2.988 0.23
H -3.816 -0.373 1.933 0.25
H -3.906 2.071 1.335 0.25
H -2.354 2.269 2.220 0.19
H -1.059 -1.235 -0.832 0.27
H -2.617 0.308 -0.046 0.26
H 2.271 1.835 -3.423 0.24
H 2.427 0.306 -4.178 0.22
H 3.234 0.445 -2.626 0.24
H 1.661 1.251 1.463 0.42
H -0.761 1.636 1.850 0.42
```

Results
multiplicity = 1
HOMO = -12.483 eV
net charge = +1
molar mass = 212.30 g/mol

=====

Least stable: 2

=====

## 1
Below is an isolated molecule of C8H14, with properties calculated with wB97M-V/def2-TZVPD.

Structure (XYZ):
```
22
Properties=species:S:1:pos:R:3:nbo_charge:R:1
C -2.169 -0.131 1.391 -0.63
C -1.510 0.979 0.597 -0.39
C -1.000 0.489 -0.800 -0.43
C 0.067 -0.557 -0.683 -0.01
C -0.121 -1.883 -0.648 -0.39
C 1.988 -0.364 0.825 -0.42
C 1.399 0.007 -0.337 0.01
C 2.219 0.901 -1.253 -0.65
H -2.643 0.425 2.226 0.21
H -2.923 -0.753 0.920 0.21
H -1.406 -0.710 1.926 0.21
H -0.656 1.369 1.177 0.20
H -2.100 1.861 0.371 0.20
H -0.651 1.360 -1.358 0.21
H -1.854 -0.007 -1.286 0.20
H 0.675 -2.529 -0.312 0.21
H -1.144 -2.233 -0.743 0.20
H 1.398 -0.919 1.550 0.19
H 3.067 -0.500 0.856 0.20
H 2.050 1.964 -1.081 0.22
H 3.265 0.661 -1.050 0.22
H 2.049 0.572 -2.287 0.21
```

Results
multiplicity = 1
SMILES = C=C(C)C(=C)CCC
HOMO = -8.994 eV
molar mass = 110.20 g/mol

=====

## 2
Below is an isolated molecule of C8H14, with properties calculated with wB97M-V/def2-TZVPD.

Structure (XYZ):
```
22
Properties=species:S:1:pos:R:3:nbo_charge:R:1
C 2.693 -0.285 -0.720 -0.60
C 1.431 0.564 -1.011 -0.47
C 0.441 0.645 0.095 0.02
C 0.609 1.161 1.344 -0.39
C -1.481 -1.098 0.147 -0.19
C -1.042 0.150 -0.132 -0.01
C -1.994 1.344 -0.352 -0.63
C -0.864 -2.302 0.663 -0.66
H 2.336 -1.296 -0.378 0.21
H 3.305 0.069 0.091 0.21
H 3.441 -0.258 -1.591 0.21
H 0.895 0.151 -1.908 0.21
H 1.586 1.505 -1.503 0.22
H 1.535 1.461 1.720 0.19
H -0.165 1.392 1.877 0.18
H -2.594 -1.260 0.131 0.18
H -1.933 2.139 0.366 0.21
H -1.851 1.862 -1.233 0.21
H -2.993 1.033 -0.220 0.21
H 0.016 -2.605 0.060 0.22
H -1.717 -3.025 0.658 0.22
H -0.624 -2.246 1.716 0.23
```

Results
multiplicity = 1
SMILES = C=C(CC)/C(C)=C\C
HOMO = -8.683 eV
molar mass = 110.20 g/mol

=====

## 3
Below is an isolated molecule of C8H14, with properties calculated with wB97M-V/def2-TZVPD.

Structure (XYZ):
```
22
Properties=species:S:1:pos:R:3:nbo_charge:R:1
C 0.026 0.952 0.281 -0.25
C 0.598 0.703 -1.048 -0.20
C 0.453 -0.538 0.117 -0.02
C -0.997 -0.144 0.421 -0.03
C 1.868 1.384 -1.582 -0.64
C 1.402 -1.521 0.631 -0.63
C -2.030 -0.257 -0.673 -0.62
C -1.553 -0.319 1.787 -0.62
H 0.583 1.609 1.038 0.22
H -0.179 0.565 -1.807 0.20
H 2.882 0.840 -1.743 0.22
H 2.106 2.206 -0.955 0.21
H 1.771 1.900 -2.511 0.22
H 0.894 -2.292 1.068 0.22
H 2.165 -1.136 1.225 0.21
H 1.983 -2.103 -0.188 0.21
H -1.590 -0.639 -1.564 0.22
H -2.431 0.775 -0.637 0.22
H -2.777 -1.044 -0.272 0.21
H -2.497 -0.830 1.836 0.21
H -1.718 0.738 2.050 0.22
H -0.957 -0.850 2.526 0.22
```

Results
multiplicity = 1
SMILES = C[C@@H]1[C@H]2C(C)(C)[C@@]12C
HOMO = -7.982 eV
molar mass = 110.20 g/mol

=====

## 4
Below is a cluster of 2 separate species, C8H14 in total, with properties calculated with wB97M-V/def2-TZVPD.

Structure (XYZ):
```
22
Properties=species:S:1:pos:R:3:nbo_charge:R:1
C -0.746 2.696 3.451 -0.38
C -0.396 1.808 2.526 -0.22
C 0.661 2.046 1.541 -0.22
C 1.060 1.089 0.710 -0.38
H -0.250 3.658 3.495 0.19
H -1.510 2.489 4.186 0.20
H -0.856 0.825 2.508 0.20
H 1.125 3.026 1.569 0.20
H 1.887 1.191 0.024 0.20
H 0.566 0.127 0.779 0.20
C 0.996 -0.778 -1.989 -0.65
C -0.117 -1.686 -1.546 0.04
C -0.009 -2.464 -0.474 -0.43
C -1.339 -1.698 -2.419 -0.64
H 1.343 -1.085 -2.981 0.22
H 1.857 -0.836 -1.327 0.21
H 0.627 0.246 -2.071 0.22
H -0.821 -3.109 -0.162 0.20
H 0.882 -2.434 0.141 0.19
H -1.963 -2.564 -2.206 0.22
H -1.064 -1.754 -3.475 0.21
H -1.933 -0.793 -2.280 0.22
```

Results
multiplicity = 1
SMILES = C=C(C)C.C=CC=C
HOMO = -8.895 eV
molar mass = 110.20 g/mol

=====

Least stable: 3

=====

## 1
Below is a cluster of 2 separate species, CH5NOS in total, with properties calculated with wB97M-V/def2-TZVPD.

Structure (XYZ):
```
9
Properties=species:S:1:pos:R:3:nbo_charge:R:1
S -4.219 1.756 3.565 -0.29
H -4.324 0.520 4.069 0.14
H -3.318 1.331 2.665 0.15
C 1.449 -0.973 -1.503 0.53
N 2.455 -0.164 -1.940 -0.83
O 1.135 -1.094 -0.346 -0.59
H 1.022 -1.533 -2.349 0.10
H 3.069 0.252 -1.259 0.40
H 2.730 -0.095 -2.902 0.39
```

Results
multiplicity = 1
SMILES = NC=O.S
HOMO = -9.659 eV
molar mass = 79.12 g/mol

=====

## 2
Below is a cluster of 2 separate species, CH5NOS in total, with properties calculated with wB97M-V/def2-TZVPD.

Structure (XYZ):
```
9
Properties=species:S:1:pos:R:3:nbo_charge:R:1
C 0.062 0.224 1.832 0.29
N -0.033 -0.075 -1.506 -0.86
O 0.805 -0.376 1.061 -0.57
S -1.632 0.786 -1.124 -0.44
H -0.982 0.315 1.513 0.17
H 0.462 0.759 2.678 0.12
H -0.571 -0.828 -1.825 0.43
H 0.768 0.348 -2.063 0.42
H 0.313 -0.497 -0.656 0.44
```

Results
multiplicity = 1
SMILES = [NH3+][S-].C=O
HOMO = -7.889 eV
molar mass = 79.12 g/mol

=====

## 3
Below is an isolated molecule of CH5NOS, with properties calculated with wB97M-V/def2-TZVPD.

Structure (XYZ):
```
9
Properties=species:S:1:pos:R:3:nbo_charge:R:1
C -0.685 0.518 0.213 -0.84
N 1.214 -0.889 -1.035 -1.16
O -0.933 -2.120 -0.293 -0.94
S 0.070 -1.109 -0.065 1.85
H -0.116 1.240 -0.357 0.26
H -1.711 0.474 -0.128 0.25
H -0.652 0.745 1.270 0.24
H 1.391 -1.660 -1.660 0.40
H 0.515 -1.361 1.410 -0.05
```

Results
multiplicity = 1
SMILES = C[S@H](=N)=O
HOMO = -9.905 eV
molar mass = 79.12 g/mol

=====

Least stable: 3

=====

## 1
Below is a structure of composition C3H5O4S3, with properties calculated with wB97M-V/def2-TZVPD.

Structure (XYZ):
```
15
Properties=species:S:1:pos:R:3:nbo_charge:R:1
C 1.140 -0.238 -1.567 0.12
C 0.486 0.176 2.146 -0.73
C -0.968 0.915 -0.168 -0.49
O 0.268 -1.282 -0.721 -0.78
O -1.892 -1.495 0.277 -0.98
O -1.660 -0.702 -2.070 -0.95
O 0.782 0.925 -0.930 -0.61
S 2.796 -0.333 -1.361 -0.40
S -0.745 1.424 1.500 0.27
S -1.149 -0.740 -0.761 2.38
H 0.523 -0.357 -2.464 0.16
H 0.148 -0.857 1.830 0.26
H 0.396 0.284 3.274 0.21
H 1.442 0.533 1.768 0.25
H -1.568 1.747 -0.752 0.27
```

Results
multiplicity = 1
HOMO (alpha / beta) = -3.715 / -3.713 eV
net charge = -1
molar mass = 201.27 g/mol

=====

## 2
Below is a structure of composition C3H5O4S3, with properties calculated with wB97M-V/def2-TZVPD.

Structure (XYZ):
```
15
Properties=species:S:1:pos:R:3:nbo_charge:R:1
C -2.855 1.291 0.569 0.33
C 1.106 0.000 0.528 -0.71
C 0.226 0.802 -0.378 -0.32
O -3.583 -1.213 -0.200 -0.89
O -3.572 1.768 -0.207 -0.57
O -1.265 -1.820 -0.470 -0.98
O -2.444 -0.389 -2.134 -0.93
S 0.389 0.617 -2.026 -0.30
S -0.732 1.989 0.358 -0.11
S -2.082 -0.621 -0.552 1.82
H 2.153 0.138 0.256 0.22
H 0.856 -1.056 0.413 0.25
H 0.954 0.300 1.561 0.21
H -1.684 0.087 -2.508 0.50
H -3.565 -2.133 -0.475 0.48
```

Results
multiplicity = 1
HOMO = -3.788 eV
net charge = -1
molar mass = 201.27 g/mol

=====

Least stable: 1